A single C10H12OSi molecule at a distorted geometry. Source: the Open Molecules 2025 dataset; level of theory: wB97M-V/def2-TZVPD.

The geometry in XYZ format:
```
24
Properties=species:S:1:pos:R:3:lowdin_charge:R:1
C -2.534 1.346 0.194 -0.178
C 2.093 1.700 -1.206 -0.113
C 0.014 -2.999 -0.794 -0.173
C -1.624 0.588 0.333 -0.053
C 1.424 0.889 -0.608 -0.014
C 0.221 -1.865 -0.457 -0.072
C -3.618 2.351 0.034 -0.088
C 3.233 2.353 -1.852 -0.117
C -0.186 -4.319 -1.378 -0.124
C 0.525 -0.225 3.155 -0.203
O 0.954 -0.111 1.858 -0.285
Si 0.298 -0.213 0.367 0.421
H -3.320 3.305 0.221 0.045
H -4.013 2.351 -0.892 0.035
H -4.433 2.087 0.634 0.062
H 4.066 1.692 -2.113 0.067
H 3.100 2.993 -2.741 0.074
H 3.491 3.053 -0.972 0.125
H -0.335 -4.296 -2.446 0.062
H 0.682 -5.022 -1.278 0.083
H -1.112 -4.851 -0.826 0.128
H 1.337 -0.418 3.969 0.097
H -0.266 -1.133 3.233 0.119
H 0.001 0.742 3.564 0.103
```

## Properties
2S+1: 3

=====

A molecular structure, C28H41BrFN6O3Ti. Source: the Open Molecules 2025 dataset; level of theory: wB97M-V/def2-TZVPD.

The geometry in XYZ format:
```
81
Properties=species:S:1:pos:R:3:lowdin_charge:R:1
Ti 0.559 -0.844 -1.198 0.825
C 0.166 2.336 5.604 -0.038
C -0.129 0.845 5.633 -0.292
C -1.379 0.554 6.445 -0.144
C -1.664 -0.936 6.480 -0.122
C -1.791 -1.466 5.082 -0.127
C -2.578 -2.556 4.800 0.066
C -2.689 -3.032 3.494 -0.254
F -3.468 -4.102 3.279 0.084
C -2.040 -2.438 2.455 0.073
C -1.226 -1.322 2.717 -0.045
C -0.509 -0.709 1.607 -0.279
O -0.688 -1.133 0.419 -0.132
C 0.374 0.348 1.949 -0.018
C 0.398 0.808 3.240 0.041
N -0.292 0.283 4.257 0.046
C -1.101 -0.830 4.023 -0.059
C 1.294 1.066 0.969 -0.604
O 1.575 2.232 1.212 0.045
O 1.709 0.375 -0.031 -0.131
H 0.121 2.709 6.627 0.092
H -0.580 2.870 5.014 0.102
H 1.156 2.576 5.222 0.082
H 0.715 0.312 6.082 0.162
H -2.225 1.097 6.016 0.139
H -1.223 0.938 7.453 0.128
H -2.574 -1.148 7.039 0.126
H -0.848 -1.453 6.994 0.135
H -3.124 -3.058 5.589 0.139
H -2.135 -2.806 1.444 0.128
H 1.023 1.664 3.443 0.133
C 1.271 1.968 -5.854 -0.028
C 1.985 0.897 -5.081 -0.234
C 3.188 0.339 -5.494 0.002
C 3.792 -0.631 -4.717 -0.093
C 3.167 -1.012 -3.542 -0.697
Br 4.070 -2.317 -2.502 0.865
N 2.015 -0.515 -3.112 0.001
C 1.455 0.430 -3.890 -0.089
H 1.924 2.412 -6.603 0.084
H 0.925 2.757 -5.186 0.078
H 0.399 1.563 -6.370 0.090
H 3.659 0.665 -6.414 0.127
H 4.732 -1.080 -4.998 0.105
H 0.546 0.876 -3.511 0.084
N -0.972 -1.822 -2.695 -0.035
C -0.698 -3.099 -3.411 -0.225
C 0.405 -3.873 -2.714 -0.204
C 0.079 -4.246 -1.263 -0.190
C 1.296 -4.097 -0.360 -0.225
N 1.674 -2.668 -0.210 -0.038
H -1.781 -1.933 -2.089 0.090
H -1.242 -1.117 -3.372 0.082
H -0.388 -2.855 -4.427 0.118
H -1.610 -3.696 -3.486 0.121
H 1.304 -3.253 -2.732 0.054
H 0.631 -4.770 -3.293 0.123
H -0.294 -5.271 -1.207 0.119
H -0.714 -3.607 -0.860 0.091
H 2.136 -4.645 -0.791 0.115
H 1.100 -4.537 0.619 0.118
H 2.665 -2.549 -0.388 -0.001
H 1.544 -2.388 0.757 0.083
C -1.261 3.597 0.022 -0.039
C -0.727 3.585 -1.414 -0.624
C -1.864 3.810 -2.408 -0.044
C 0.334 4.668 -1.571 -0.033
N -0.036 2.323 -1.763 -0.049
N -0.762 1.121 -1.474 -0.015
H -1.652 4.587 0.259 0.092
H -0.466 3.362 0.732 0.070
H -2.090 2.897 0.162 0.076
H -2.345 4.770 -2.222 0.090
H -2.639 3.044 -2.320 0.073
H -1.484 3.805 -3.431 0.080
H -0.096 5.652 -1.381 0.091
H 0.745 4.658 -2.582 0.083
H 1.149 4.511 -0.861 0.089
H 0.829 2.257 -1.229 0.094
H -1.536 1.071 -2.129 0.092
H -1.193 1.177 -0.549 0.078
```

## Properties
Charge: +1
2S+1: 3

=====

A gas-phase ion, C5H10N3 (charge +1) at a distorted geometry. Source: the Open Molecules 2025 dataset; level of theory: wB97M-V/def2-TZVPD.

The geometry in XYZ format:
```
18
Properties=species:S:1:pos:R:3:lowdin_charge:R:1
H -1.362 2.910 -2.215 0.125
N -0.511 2.507 -1.653 0.121
N -0.746 2.864 -0.494 -0.074
C -0.115 2.430 0.564 -0.092
C 0.046 1.056 0.772 -0.194
C 0.517 0.583 2.079 -0.076
N -0.219 -0.136 -0.123 0.141
C 0.195 -0.517 -1.266 -0.057
C 0.018 -1.924 -1.646 0.010
H -0.014 3.129 1.385 0.136
H 0.905 1.500 2.719 0.140
H -0.237 -0.026 2.542 0.073
H 1.389 -0.164 2.227 0.121
H -0.676 -0.904 0.357 0.160
H 0.799 0.103 -1.901 0.144
H 0.845 -2.366 -2.069 0.076
H -0.447 -2.489 -0.844 0.101
H -0.772 -1.770 -2.442 0.144
```

## Properties
Charge: +1
SMILES: [H]/N=N/C=C(C)\[NH+]=C\C

=====

3 unconnected molecules or ions with the total composition C5H13NO2 at a distorted geometry. Source: the Open Molecules 2025 dataset; level of theory: wB97M-V/def2-TZVPD.

The geometry in XYZ format:
```
21
Properties=species:S:1:pos:R:3:lowdin_charge:R:1
C 2.493 0.640 -0.325 -0.349
N 2.191 -0.382 -1.300 -0.004
C -1.928 -1.058 0.461 -0.052
C -2.766 0.213 0.464 0.054
C -2.733 1.251 -0.445 -0.237
O -1.729 1.764 -1.016 0.067
C 1.192 1.169 0.365 -0.108
H 2.857 1.565 -0.706 0.084
H 3.146 0.134 0.367 0.094
H 3.037 -0.965 -1.642 0.115
H -1.586 -1.460 1.440 0.104
H -2.357 -1.900 -0.124 0.122
H -3.633 0.108 0.996 0.080
H -1.021 -0.830 -0.111 0.052
H -3.702 1.707 -0.615 0.122
H 0.440 1.009 -0.406 0.033
H 1.247 2.142 0.952 0.097
H 0.839 0.346 1.004 0.031
H 1.450 -2.643 0.682 -0.048
H 1.567 -1.011 -0.745 0.010
O 0.994 -1.800 0.705 -0.265
```

=====

A molecular structure, C35H50CsN3OPS7 at a distorted geometry. Source: the Open Molecules 2025 dataset; level of theory: wB97M-V/def2-TZVPD.

The geometry in XYZ format:
```
98
Properties=species:S:1:pos:R:3:lowdin_charge:R:1
Cs -0.081 -0.656 -0.304 0.523
C 1.011 5.387 2.066 -0.563
C 0.255 4.341 2.876 -0.535
S -0.004 2.767 2.013 0.870
C 0.947 1.613 3.016 -0.571
C 2.465 1.703 2.940 -0.526
S 3.102 1.307 1.296 0.843
C 3.854 2.842 0.726 -0.553
C 2.936 4.033 0.463 -0.542
S 2.785 5.129 1.906 0.863
H 0.913 6.361 2.553 0.065
H 0.563 5.499 1.076 0.079
H -0.724 4.749 3.140 0.068
H 0.778 4.144 3.815 0.074
H 0.601 0.643 2.655 0.011
H 0.622 1.682 4.058 0.081
H 2.888 0.984 3.646 0.072
H 2.818 2.692 3.231 0.044
H 4.329 2.542 -0.212 0.050
H 4.671 3.136 1.391 0.069
H 1.943 3.693 0.173 0.032
H 3.345 4.618 -0.364 0.071
S -2.469 0.907 -1.413 0.251
C -3.456 -0.154 -2.443 -0.740
C -4.337 0.448 -3.345 -0.174
C -5.169 -0.278 -4.180 -0.142
C -5.145 -1.665 -4.126 -0.144
C -4.281 -2.286 -3.239 -0.184
C -3.426 -1.571 -2.400 -0.716
S -2.364 -2.509 -1.318 0.355
H -4.356 1.532 -3.375 0.076
H -5.833 0.242 -4.862 0.081
H -5.790 -2.260 -4.763 0.079
H -4.247 -3.368 -3.183 0.075
C 4.102 -0.394 -4.651 -0.092
C 3.395 -0.400 -3.294 -0.701
C 4.160 0.483 -2.307 -0.111
C 3.419 -1.836 -2.754 -0.104
P 1.580 0.081 -3.260 1.079
C 0.866 -0.914 -4.617 -0.361
C 1.127 -0.758 -5.982 -0.112
C 0.463 -1.525 -6.923 -0.093
C -0.478 -2.465 -6.517 -0.089
C -0.737 -2.641 -5.170 -0.061
C -0.060 -1.876 -4.227 -0.091
C 1.339 1.880 -3.742 -0.687
C -0.085 2.007 -4.303 -0.097
C 1.372 2.660 -2.414 -0.115
C 2.322 2.516 -4.725 -0.095
H 5.143 -0.705 -4.521 0.081
H 4.108 0.589 -5.121 0.060
H 3.632 -1.096 -5.341 0.069
H 5.167 0.082 -2.161 0.089
H 3.662 0.494 -1.334 0.035
H 4.258 1.512 -2.658 0.066
H 4.453 -2.193 -2.720 0.085
H 2.847 -2.514 -3.392 0.080
H 3.008 -1.902 -1.744 0.070
H 1.846 -0.021 -6.316 0.086
H 0.667 -1.381 -7.978 0.096
H -1.013 -3.050 -7.256 0.097
H -1.481 -3.348 -4.825 0.106
H -0.305 -2.041 -3.182 0.037
H -0.828 1.544 -3.646 0.035
H -0.167 1.572 -5.298 0.074
H -0.334 3.071 -4.373 0.088
H 0.528 2.369 -1.779 0.064
H 1.275 3.731 -2.622 0.089
H 2.300 2.508 -1.861 0.046
H 2.324 2.007 -5.689 0.063
H 3.347 2.536 -4.351 0.061
H 2.021 3.553 -4.905 0.081
N -4.161 -2.178 6.677 0.161
C -4.536 -1.882 5.400 -0.493
O -5.688 -1.965 5.030 0.066
C -3.423 -1.477 4.456 -0.130
C -3.782 -0.963 3.219 0.028
C -2.785 -0.568 2.330 -0.093
N -1.493 -0.674 2.646 0.030
C -1.148 -1.178 3.827 -0.174
C -2.070 -1.601 4.768 -0.024
H -4.900 -2.351 7.335 0.107
H -3.266 -1.897 7.031 0.082
H -4.823 -0.874 2.947 0.124
H -3.016 -0.175 1.342 0.074
H -0.081 -1.270 4.015 0.098
H -1.709 -2.030 5.693 0.101
S 1.855 -2.923 1.757 0.482
C 0.581 -3.877 1.254 -1.231
N -0.576 -4.036 1.890 -0.048
C -1.684 -4.655 1.168 -0.239
C -1.074 -5.395 -0.032 -0.437
S 0.581 -4.696 -0.279 0.900
H -0.747 -3.439 2.685 0.103
H -2.366 -3.877 0.809 0.030
H -2.208 -5.345 1.830 0.115
H -1.673 -5.188 -0.918 0.029
H -0.988 -6.465 0.146 0.068
```

## Properties
Charge: -1

=====

A molecular structure, C2H5IOS at a distorted geometry. Source: the Open Molecules 2025 dataset; level of theory: wB97M-V/def2-TZVPD.

The geometry in XYZ format:
```
10
Properties=species:S:1:pos:R:3:lowdin_charge:R:1
C 0.766 -0.707 1.265 0.049
C -0.663 0.195 -0.756 -1.288
O 0.481 0.594 -1.466 -0.203
S -1.785 1.462 -0.295 0.656
I -1.532 -1.546 -1.577 0.803
H 0.118 -0.671 2.248 0.064
H 1.083 -1.637 1.016 -0.057
H 1.415 0.032 0.911 -0.032
H 1.002 -0.227 -1.477 0.063
H -0.884 2.504 0.132 -0.057
```

=====

A single H2NO3PS molecule at a distorted geometry. Source: the Open Molecules 2025 dataset; level of theory: wB97M-V/def2-TZVPD.

The geometry in XYZ format:
```
8
Properties=species:S:1:pos:R:3:lowdin_charge:R:1
N -1.493 -0.177 -0.013 -0.170
O 0.608 1.379 -0.027 -0.502
O 0.684 -1.203 -0.088 -0.646
O 2.849 0.495 -0.537 -0.414
P -0.772 -1.610 0.025 0.860
S 1.724 0.474 0.348 0.811
H -2.501 -0.061 0.130 0.067
H -1.098 0.704 0.163 -0.007
```

=====

A molecular structure, C34H22F5N2O3PReS at a distorted geometry. Source: the Open Molecules 2025 dataset; level of theory: wB97M-V/def2-TZVPD.

The geometry in XYZ format:
```
69
Properties=species:S:1:pos:R:3:lowdin_charge:R:1
Re 1.560 0.172 -0.585 1.670
C -1.388 3.360 -0.416 0.003
C -1.312 3.796 0.901 0.009
C -0.428 3.171 1.765 0.032
C 0.360 2.132 1.300 -0.201
N 0.297 1.732 0.010 -0.079
C -0.569 2.330 -0.824 -0.081
C 1.348 1.397 2.097 -0.192
C 1.560 1.556 3.452 0.043
C 2.571 0.836 4.073 0.022
C 3.359 -0.016 3.312 0.009
C 3.094 -0.143 1.966 -0.060
N 2.099 0.534 1.368 -0.072
H -2.063 3.820 -1.123 0.132
H -1.933 4.611 1.247 0.134
H -0.343 3.499 2.791 0.130
H -0.581 1.968 -1.846 0.134
H 0.948 2.243 4.017 0.130
H 2.751 0.944 5.134 0.136
H 4.171 -0.574 3.754 0.133
H 3.684 -0.798 1.337 0.131
O 2.280 -2.499 -3.109 -0.168
S 1.545 -2.065 -1.986 0.577
O 2.364 -1.663 -0.778 -0.407
O 0.697 -0.826 -2.196 -0.511
C 0.428 -3.307 -1.411 -0.269
C 0.732 -4.635 -1.661 -0.019
C -0.144 -5.613 -1.221 -0.017
C -1.308 -5.256 -0.553 -0.017
C -1.600 -3.924 -0.293 -0.052
C -0.721 -2.926 -0.708 -0.318
P -1.102 -1.178 -0.347 1.103
C -2.526 -0.789 -1.385 -0.341
C -2.375 -0.875 -2.774 -0.082
C -3.450 -0.612 -3.604 -0.048
C -4.676 -0.248 -3.061 -0.044
C -4.831 -0.173 -1.685 -0.053
C -3.763 -0.437 -0.842 -0.080
C -1.464 -1.053 1.425 -0.360
C -2.115 0.076 1.929 -0.124
C -2.245 0.251 3.299 -0.065
C -1.689 -0.667 4.177 -0.060
C -1.004 -1.770 3.682 -0.058
C -0.891 -1.966 2.314 -0.087
H 1.635 -4.883 -2.204 0.132
H 0.080 -6.654 -1.406 0.128
H -1.998 -6.025 -0.231 0.127
H -2.508 -3.657 0.234 0.128
H -1.422 -1.141 -3.207 0.096
H -3.329 -0.688 -4.676 0.120
H -5.510 -0.026 -3.713 0.120
H -5.792 0.086 -1.262 0.118
H -3.907 -0.404 0.230 0.094
H -2.528 0.814 1.251 0.096
H -2.788 1.106 3.682 0.117
H -1.789 -0.532 5.246 0.117
H -0.566 -2.487 4.364 0.117
H -0.371 -2.840 1.942 0.107
F 2.178 0.941 -3.462 0.075
C 2.822 1.856 -2.719 -0.226
C 2.726 1.777 -1.328 -0.123
C 3.407 2.773 -0.631 -0.210
F 3.353 2.797 0.714 0.090
C 4.132 3.770 -1.254 -0.139
F 4.754 4.690 -0.537 0.159
C 4.187 3.812 -2.642 -0.119
F 4.851 4.767 -3.247 0.187
C 3.520 2.847 -3.382 -0.137
F 3.539 2.885 -4.703 0.164
```

## Properties
Charge: +2
2S+1: 4

=====

2 unconnected molecules or ions with the total composition C4H10O2 at a distorted geometry. Source: the Open Molecules 2025 dataset; level of theory: wB97M-V/def2-TZVPD.

The geometry in XYZ format:
```
16
Properties=species:S:1:pos:R:3:lowdin_charge:R:1
C 1.133 -0.516 1.530 -0.092
C -0.119 0.203 1.122 -0.134
C -0.869 -0.105 0.070 -0.397
C -2.235 0.405 -0.291 -0.025
O -0.398 -1.129 -0.744 0.009
H 1.983 -0.263 0.896 0.058
H 0.942 -1.583 1.393 0.079
H 1.405 -0.362 2.570 0.071
H -0.411 1.072 1.704 0.106
H -2.730 0.717 0.624 0.083
H -2.803 -0.330 -0.858 0.077
H -2.184 1.280 -0.947 0.087
H -1.111 -1.460 -1.312 0.101
O 2.138 1.032 -1.358 -0.065
H 2.048 1.363 -0.446 0.031
H 1.541 0.284 -1.440 0.011
```

## Properties
SMILES: C/C=C(/C)O.O

=====

A single C4H6N2 molecule. Source: the Open Molecules 2025 dataset; level of theory: wB97M-V/def2-TZVPD.

The geometry in XYZ format:
```
12
Properties=species:S:1:pos:R:3:lowdin_charge:R:1
N -0.648 -1.471 -0.703 0.091
C -0.040 -0.287 -0.176 -0.563
C 1.463 -0.286 0.289 -0.137
C 0.443 -0.238 1.315 -0.047
C -0.536 0.956 -0.441 -0.041
N -1.077 2.043 -0.533 0.179
H -1.489 -1.693 -0.181 0.087
H -0.842 -1.381 -1.694 0.083
H 2.117 0.552 0.023 0.100
H 1.839 -1.265 -0.011 0.101
H -1.564 2.324 0.319 0.095
H 0.333 0.746 1.792 0.051
```

=====

A single C4H6N2O molecule at a distorted geometry. Source: the Open Molecules 2025 dataset; level of theory: wB97M-V/def2-TZVPD.

The geometry in XYZ format:
```
13
Properties=species:S:1:pos:R:3:lowdin_charge:R:1
H -2.093 -0.228 1.235 0.120
N -2.366 -0.600 0.189 0.068
C -1.351 -0.428 -0.506 -0.396
N -0.494 0.644 -0.471 -0.070
C 0.162 1.315 0.792 0.019
C 0.931 0.813 -0.458 -0.236
C 1.712 -0.415 -0.145 -0.244
O 1.307 -1.370 0.453 0.084
H -0.976 -0.945 -1.518 0.160
H 0.266 0.711 1.639 0.078
H -0.382 2.315 0.763 0.131
H 1.305 1.470 -1.398 0.184
H 2.716 -0.377 -0.468 0.101
```

## Properties
SMILES: [H]/N=C\N1C[C@H]1C=O

=====

2 unconnected molecules or ions with the total composition C3H8NO at a distorted geometry. Source: the Open Molecules 2025 dataset; level of theory: wB97M-V/def2-TZVPD.

The geometry in XYZ format:
```
13
Properties=species:S:1:pos:R:3:lowdin_charge:R:1
C -2.184 -0.330 -0.416 0.006
C -0.885 1.707 -0.570 0.184
N -1.015 0.484 -0.223 -0.004
H -2.612 -0.514 0.560 0.113
H -1.776 -1.275 -0.783 0.117
H -2.909 0.134 -1.111 0.122
H -1.767 2.185 -1.105 0.150
H -0.061 2.313 -0.256 0.120
H -0.117 0.160 0.108 0.105
O 1.496 -0.923 0.530 -0.049
C 2.703 -0.910 0.714 -0.056
H 3.200 -1.163 1.658 0.097
H 3.374 -0.643 -0.119 0.094
```

## Properties
Charge: +1

=====

A single C4H10N2O molecule at a distorted geometry. Source: the Open Molecules 2025 dataset; level of theory: wB97M-V/def2-TZVPD.

The geometry in XYZ format:
```
17
Properties=species:S:1:pos:R:3:lowdin_charge:R:1
C -2.379 0.032 0.402 -0.080
N -1.384 -1.011 0.103 -0.013
C -0.198 -0.751 -0.572 -0.463
O 0.059 -1.223 -1.661 0.079
C 0.810 0.149 0.170 -0.374
C 2.230 -0.349 -0.030 -0.055
N 0.516 1.514 -0.306 0.046
H -2.623 0.582 -0.509 0.085
H -3.254 -0.446 0.836 0.079
H -1.968 0.705 1.142 0.066
H -1.826 -1.861 -0.218 0.121
H 0.531 0.088 1.223 0.129
H 2.412 -0.666 -1.053 0.077
H 2.349 -1.226 0.610 0.083
H 2.932 0.403 0.312 0.075
H 0.500 2.209 0.430 0.068
H 1.294 1.850 -0.879 0.077
```

## Properties
SMILES: CNC(=O)[C@@H](C)N

=====

Electronic energy, record by record: -752.616614, -5169.138496, -360.405169, -403.243406, -4752.124706, -850.164287, -1021.230148, -2960.666130, -308.860070, -265.350665, -340.630387, -248.793491, -343.154112 Eh
ΔE to the lowest compared entry with this formula, charge and spin, record by record: 32.3, 3.6, 106.6, 209.1, 7.7, 95.3, 18.4, 27.7, 23.9, 116.0, 103.2, 26.6, 29.7 kcal per mole